No. 1
This record from the Open Molecules 2025 dataset describes a 8-piece molecular cluster, C45H113N7O10P overall at a distorted geometry. The level of theory is ωB97M-V with the def2-TZVPD basis set.

Its total energy is -88689.442 eV. The LUMO energy is 1.74 eV. The HOMO energy comes out at -1.63 eV. As for the maximum force: 2.1 eV/Å.

Geometry as ORCA input:
```
! wB97M-V def2-TZVPD RIJCOSX def2/J DEFGRID3
* xyz -1 1
C -0.82203 -2.37498 -0.73109
C 0.71469 -2.29694 -0.81361
C 1.15879 -1.66793 -2.15111
C 1.46867 -0.18002 -2.05651
C 2.39312 0.36205 -3.15578
C 2.17039 -0.16369 -4.57256
C 1.26634 0.68830 -5.48866
C -0.01391 1.28895 -4.89037
C -1.29916 0.48513 -5.19737
C -1.96610 -0.18976 -3.98381
C -3.44519 0.14950 -3.84392
C -3.78830 1.63116 -3.51163
C -2.67424 2.33838 -2.75193
C -3.07825 3.69226 -2.14986
C -2.26642 4.86598 -2.70522
C -0.93833 5.04275 -1.96332
C -5.07431 1.55698 -2.67760
P -4.98884 0.97430 -0.91359
O -6.21286 0.23250 -0.55766
O -4.83691 2.22184 0.13713
O -3.71233 0.01953 -0.64432
H -1.24223 -3.33554 -1.01074
H -1.23507 -1.65056 -1.42028
H -1.15132 -2.09987 0.26559
H 1.06174 -1.66002 -0.00518
H 1.17157 -3.27752 -0.77684
H 0.34367 -1.78556 -2.86052
H 2.01387 -2.21008 -2.55176
H 1.98905 -0.02944 -1.10947
H 0.55584 0.39686 -1.96090
H 2.23748 1.43993 -3.19532
H 3.41858 0.23083 -2.82564
H 1.82250 -1.19134 -4.60222
H 3.14832 -0.17302 -5.05044
H 0.94178 0.02999 -6.28990
H 1.85954 1.45264 -5.98028
H -0.15347 2.25513 -5.36960
H 0.04814 1.49551 -3.83072
H -2.04243 1.12613 -5.65777
H -1.05389 -0.27831 -5.93204
H -1.90965 -1.26903 -4.14916
H -1.42133 -0.01397 -3.06644
H -3.91474 -0.54875 -3.14077
H -3.89537 -0.07535 -4.81603
H -1.89129 2.56499 -3.47018
H -2.18189 1.73279 -1.96015
H -4.12970 3.93076 -2.28023
H -2.88509 3.68232 -1.08109
H -2.09833 4.74662 -3.77005
H -2.85944 5.76130 -2.53274
H -0.11451 5.18288 -2.65871
H -0.68285 4.17991 -1.35400
H -0.94049 5.91571 -1.31815
H -5.59702 2.51313 -2.64437
H -5.74677 0.83383 -3.11628
H -5.35089 2.94860 -0.26206
H -3.18779 0.40068 0.08549
C -2.73291 7.15877 4.14919
C -3.05454 5.79237 3.55256
C -2.18423 5.42761 2.34271
O -2.53662 6.08441 1.14434
C -2.03981 7.39506 0.97933
N -4.48510 5.73746 3.23856
H -3.14325 7.97988 3.56098
H -3.16153 7.24355 5.14970
H -1.65253 7.30341 4.23511
H -2.85114 5.04438 4.32507
H -2.32357 4.36306 2.13846
H -1.11793 5.57503 2.56391
H -1.04369 7.51620 1.41715
H -2.72383 8.13718 1.40222
H -1.97268 7.57979 -0.09306
H -4.72659 4.79491 2.94328
H -4.63758 6.29765 2.40257
C -4.66038 -6.81840 1.54098
C -3.36242 -6.38666 2.21584
C -2.57184 -5.33157 1.42906
O -1.87019 -5.83533 0.30662
C -2.65957 -6.01045 -0.85618
N -2.55512 -7.57961 2.50182
H -4.48366 -7.50772 0.71587
H -5.30148 -7.33372 2.25653
H -5.21071 -5.95755 1.15743
H -3.63103 -5.92878 3.17214
H -1.80543 -4.92346 2.09360
H -3.21264 -4.49080 1.13676
H -3.43518 -5.24505 -0.93999
H -3.11497 -7.00402 -0.87922
H -2.00213 -5.92981 -1.72295
H -1.74471 -7.30656 3.05117
H -2.16007 -7.89722 1.61998
C 2.74465 -6.48941 0.30049
C 1.62695 -6.44226 -0.73691
C 1.10090 -7.82545 -1.14479
O 1.94264 -8.55157 -2.02167
C 3.01734 -9.23102 -1.39957
N 2.08708 -5.66686 -1.89338
H 3.70276 -6.76940 -0.13820
H 2.87424 -5.50612 0.75338
H 2.51268 -7.19792 1.09899
H 0.78647 -5.90892 -0.28254
H 0.16632 -7.68010 -1.69300
H 0.86014 -8.43099 -0.26002
H 2.73852 -9.60488 -0.40922
H 3.89518 -8.58882 -1.31696
H 3.28843 -10.07916 -2.02763
H 1.31250 -5.53666 -2.53877
H 2.74327 -6.24969 -2.40753
C -7.92577 7.25267 3.89919
C -7.23888 8.18115 2.90537
C -7.75992 9.62570 2.93595
O -9.01484 9.82394 2.31228
C -10.14029 9.48819 3.09945
N -7.32858 7.59126 1.56598
H -8.91439 6.94482 3.55798
H -7.33158 6.34870 4.02896
H -8.03155 7.72842 4.87716
H -6.18065 8.21968 3.18217
H -7.05804 10.24872 2.37482
H -7.78075 10.01456 3.96348
H -9.97169 9.70886 4.15772
H -10.40874 8.43590 2.98227
H -10.97948 10.08899 2.74796
H -6.77319 8.14332 0.91765
H -8.28278 7.71220 1.23619
C 9.31358 1.23254 -1.62435
C 8.18747 1.80203 -2.48186
C 6.78064 1.46294 -1.96726
O 6.35944 0.13868 -2.21923
C 6.83281 -0.83438 -1.30871
N 8.38501 1.37216 -3.86966
H 9.46202 0.16731 -1.79812
H 10.25417 1.72955 -1.86248
H 9.11529 1.38240 -0.56095
H 8.27803 2.89207 -2.45447
H 6.06679 2.09816 -2.49810
H 6.68269 1.69784 -0.89860
H 6.91683 -0.43119 -0.29515
H 7.79681 -1.24084 -1.62564
H 6.11299 -1.65260 -1.29963
H 7.70546 1.84034 -4.46277
H 8.12527 0.39047 -3.92580
C 2.22651 6.51438 7.94810
C 0.81160 6.79059 7.44874
C 0.17783 5.61532 6.68980
O 0.65594 5.43940 5.37046
C 1.88626 4.74872 5.25860
N 0.82288 8.01982 6.64949
H 2.96340 6.58057 7.14858
H 2.50728 7.24874 8.70307
H 2.29976 5.52344 8.40114
H 0.18631 6.97033 8.32843
H -0.89082 5.82340 6.58735
H 0.26737 4.68026 7.25885
H 1.98412 3.97331 6.02375
H 2.73449 5.43493 5.31736
H 1.90902 4.27495 4.27760
H -0.13291 8.27064 6.41067
H 1.25113 7.79941 5.75369
C 8.36299 -12.29605 -1.43210
C 7.95363 -10.90323 -1.90117
C 7.12748 -10.11856 -0.87125
O 5.77768 -10.52388 -0.75890
C 5.55214 -11.66352 0.04929
N 7.26366 -11.02130 -3.18921
H 7.53944 -13.00688 -1.49114
H 9.16425 -12.68256 -2.06158
H 8.72612 -12.27611 -0.40234
H 8.87249 -10.33300 -2.06663
H 7.08937 -9.07544 -1.19634
H 7.61153 -10.12776 0.11465
H 6.24695 -11.70344 0.89303
H 5.62509 -12.58506 -0.53303
H 4.53593 -11.59558 0.43778
H 7.09068 -10.09213 -3.56291
H 6.33387 -11.39147 -3.00812
*
```

Atomic partial charges in e from the Löwdin method, atoms 1 to 2: atom 1 (C): -0.08, atom 2 (C): -0.23

***

No. 2
This record from the Open Molecules 2025 dataset describes C4H6CuO as an isolated structure at a distorted geometry. The level of theory is ωB97M-V with the def2-TZVPD basis set.

Its expectation value of S² is 0.7513. Its total energy is -50928.682 eV. The LUMO energy (alpha / beta) is -0.92 / -0.91 eV. The HOMO energy (alpha / beta) comes out at -5.51 / -8.42 eV. As for the maximum force: 5.4 eV/Å. As for the energy relative to the best compared isomer or geometry (same formula, charge and spin): 0.000 eV.

Geometry as ORCA input:
```
! wB97M-V def2-TZVPD RIJCOSX def2/J DEFGRID3
* xyz 0 2
C 0.46272 0.70666 -0.51866
C -0.10859 -0.41761 0.09078
C 0.56203 -1.60142 0.40344
O 0.07535 -2.57521 1.12465
H 1.54336 0.68724 -0.71025
H -1.18508 -0.39253 0.31295
H 1.58446 -1.73609 0.00314
Cu -1.48932 -3.55843 2.26657
C -0.23141 2.02266 -0.66337
H -0.85721 2.29424 0.20323
H 0.45365 2.85199 -0.90756
H -0.80996 1.71850 -1.60492
*
```

Atomic partial charges in e from the natural (NBO) method, atoms 1 to 2: atom 1 (C): -0.01, atom 2 (C): -0.36

***

No. 3
This record from the Open Molecules 2025 dataset describes C6H6NOS2 as an isolated structure at a distorted geometry. The level of theory is ωB97M-V with the def2-TZVPD basis set.

Its expectation value of S² is 2.0247. Its total energy is -31523.956 eV. The LUMO energy (alpha / beta) is 3.33 / 1.17 eV. The HOMO energy (alpha / beta) comes out at -0.87 / -4.45 eV. As for the maximum force: 4.2 eV/Å.

Geometry as ORCA input:
```
! wB97M-V def2-TZVPD RIJCOSX def2/J DEFGRID3
* xyz -1 3
C -0.51790 0.01666 -0.00426
C -1.18955 -0.14250 1.92256
C -2.87634 0.86427 0.73317
C 0.71212 -0.03650 -0.42740
C 1.06268 0.27901 -1.94216
C 1.70402 -0.77837 0.34254
N -2.32940 0.37088 1.85207
O -3.97239 1.32485 0.62948
S -0.28098 -0.76311 3.07986
S -1.83396 0.78047 -0.80368
H 1.13834 1.35600 -2.27608
H 2.00195 -0.14289 -2.40128
H 0.22842 -0.21967 -2.39907
H 1.51308 -0.85426 1.38110
H 1.85995 -1.81540 0.04057
H 2.77998 -0.23944 0.27259
*
```

Atomic partial charges in e from the natural (NBO) method, atoms 1 to 2: atom 1 (C): -0.12, atom 2 (C): -0.11